Here is a structure of composition C30H45BN5PtS2Se from OMol25. Energies are from the ωB97M-V functional and the def2-TZVPD basis.

```
85
Properties=species:S:1:pos:R:3:forces:R:3:lowdin_charge:R:1
Pt -0.31913 -0.23591 -0.08425 0.4 -0.1 0.0 0.58
Se -2.15450 1.35527 0.14909 -0.2 0.0 0.3 0.77
S 0.47910 -0.73494 -2.21156 0.1 -0.1 -0.1 0.71
S -2.13496 -1.66418 -0.35689 -0.1 -0.1 0.0 0.67
N -1.31347 -4.00847 0.77227 0.0 0.0 0.1 -0.12
N -1.51592 -0.31065 -4.04850 0.1 0.0 -0.1 -0.09
N -4.68185 2.15338 -3.74858 0.0 0.0 0.0 0.07
N -1.32296 -2.38360 -3.41584 0.1 -0.1 -0.1 -0.01
N -0.76681 -3.89261 -1.33635 0.0 0.0 0.0 0.02
C 0.46954 3.05416 2.29862 0.0 0.0 0.0 -0.52
C 1.04157 1.81124 1.64161 0.1 0.1 0.0 -0.05
C -3.15990 2.81022 -2.01964 0.0 0.1 -0.1 -0.14
C 2.55563 0.77648 0.28237 0.0 -0.3 -0.1 -0.12
C 3.72961 -0.46106 -1.58014 0.0 -0.1 0.0 -0.06
C -2.30835 -2.32648 -4.37053 0.0 0.0 0.0 -0.02
C -0.80888 2.88080 3.11589 0.0 0.0 0.0 -0.05
C -3.94003 3.07362 -3.13609 0.0 0.0 0.0 -0.15
C 4.77934 -0.07781 0.65521 0.0 0.0 0.0 -0.01
C -2.42627 -1.03894 -4.77726 0.0 0.0 0.1 -0.02
C -0.66007 -5.16858 0.46568 0.0 0.0 0.0 -0.02
C -3.15006 1.52362 -1.48901 0.1 0.2 0.0 -0.60
C 1.22310 0.10338 4.25207 0.0 0.0 0.0 -0.02
C 0.40754 -0.44087 3.06960 0.1 0.0 0.0 -0.52
C -4.67987 0.93315 -3.21811 0.0 0.0 0.0 -0.15
C -0.31161 -5.08443 -0.84167 0.0 0.0 0.0 -0.03
C 3.85576 0.53064 -0.42486 -0.1 0.1 0.0 -0.54
C 1.57532 3.61871 3.22175 0.0 0.0 0.0 -0.02
C -1.34867 -3.22456 -0.33697 0.0 0.0 -0.1 -0.60
C -1.26285 1.11752 -4.19347 0.0 -0.1 0.0 0.00
C -0.84958 -1.15145 -3.23771 0.0 0.1 0.1 -0.68
C 0.82511 -1.91026 2.90140 0.0 0.0 0.0 -0.06
C 4.46977 1.83508 -0.92980 0.0 0.0 0.0 -0.04
C -1.08663 -0.42425 3.41339 0.0 0.0 0.0 -0.05
C 0.79090 0.33586 1.78592 -0.2 0.0 -0.1 -0.28
C -2.03055 -3.78703 2.02270 0.1 0.0 0.0 -0.01
C 0.20420 4.11488 1.20573 0.0 0.0 0.0 -0.04
C -3.94785 0.56718 -2.09707 0.0 -0.2 0.1 -0.12
C 2.09303 1.99405 0.72918 -0.1 0.1 0.1 0.00
C 1.68507 -0.26948 0.83350 0.0 0.2 0.0 -0.23
B -0.67651 -3.70083 -2.91503 0.0 0.0 0.1 -0.40
H 4.42922 -1.05845 0.97878 0.0 0.0 0.0 0.09
H 2.48266 3.84907 2.66439 0.0 0.0 0.0 0.09
H 0.39065 -2.36278 2.00810 0.0 0.0 0.0 0.06
H -0.61785 2.42616 4.08504 0.0 0.0 0.0 0.07
H -2.83294 -3.21001 -4.68622 0.0 0.0 0.0 0.13
H -3.07624 -0.57755 -5.49797 0.0 0.0 0.0 0.13
H -1.42137 0.52990 3.80311 0.0 0.1 0.0 0.06
H -1.48828 -4.28302 2.82339 0.0 0.0 0.0 0.10
H 0.19899 -5.78938 -1.47370 0.0 0.0 0.0 0.14
H 1.12235 4.44221 0.72101 0.0 0.0 0.0 0.08
H 0.48884 -3.72983 -3.20690 0.0 0.0 0.0 0.08
H 2.28767 0.14342 4.00849 0.0 0.0 0.0 0.10
H -4.01876 -0.44627 -1.72664 0.0 0.1 0.0 0.06
H -1.04535 1.54431 -3.21735 0.0 0.0 -0.1 0.07
H 3.82545 2.31890 -1.66637 0.0 0.0 0.0 0.10
H -5.30450 0.19495 -3.71034 0.0 0.0 0.0 0.11
H 5.42576 1.62435 -1.40983 0.0 0.0 0.0 0.09
H 1.20690 4.54373 3.66871 0.0 0.0 0.0 0.10
H 4.72809 -0.68407 -1.95978 0.0 0.0 0.0 0.10
H 3.14572 -0.04568 -2.39850 0.0 0.0 0.0 0.05
H 1.10345 -0.55379 5.11576 0.0 0.0 0.0 0.10
H 4.65638 2.53618 -0.11506 0.0 0.0 0.0 0.09
H -3.95795 4.07043 -3.56145 0.0 0.0 0.0 0.11
H -1.30969 -4.60593 -3.39052 0.0 0.0 0.0 0.09
H -1.23560 3.86565 3.30792 0.0 0.0 0.0 0.10
H -2.09112 -2.72591 2.22558 0.0 0.1 0.0 0.04
H -3.03591 -4.19803 1.94930 0.0 0.0 0.0 0.11
H 2.02804 -1.28995 0.90047 0.0 0.0 0.0 0.10
H -1.28678 -1.16854 4.18767 0.0 0.0 0.0 0.09
H 0.90073 1.09654 4.55268 0.0 0.0 0.0 0.06
H 4.85538 0.57324 1.52801 0.0 0.0 0.0 0.10
H -0.24620 4.98934 1.67604 0.0 0.0 0.0 0.10
H -2.15651 1.58496 -4.60344 0.1 0.0 0.0 0.09
H -1.56337 2.29798 2.59460 0.0 0.0 0.0 0.02
H -1.69792 -0.65214 2.53926 0.0 0.0 0.0 0.03
H -0.47997 3.74113 0.44572 0.0 0.0 0.0 0.05
H -2.56106 3.59941 -1.58296 0.0 0.0 0.0 0.10
H 1.82981 2.93108 4.02715 0.0 0.0 0.0 0.08
H 3.27101 -1.40114 -1.27023 0.0 0.0 0.0 0.08
H -0.41865 1.28197 -4.86027 0.0 0.0 0.0 0.11
H 1.90946 -2.01883 2.84910 0.0 0.0 0.0 0.09
H 2.49216 2.95044 0.44025 0.0 0.0 0.0 0.12
H -0.52261 -5.95394 1.18755 0.0 0.0 0.0 0.13
H 0.48461 -2.47441 3.77015 0.0 0.0 0.0 0.09
H 5.77798 -0.19857 0.23267 0.0 0.0 0.0 0.10
```
Forces are in eV/Å.

As for the relative energy (zero: lowest compared OMol25 entry of this formula, charge and spin): 194.3 kJ/mol. The calculation puts the HOMO-LUMO gap (alpha / beta) at 5.8 / 5.8 eV. The HOMO energy (alpha / beta) is -10.52 / -10.52 eV. For the lowest unoccupied orbital energy (alpha / beta), the calculation gives -4.751 / -4.746 eV. The largest force on an atom comes out at 0.4 eV Å⁻¹. Its charge is +1.